Computed, not measured: a cluster of 7 separate species, C21H38N5O7 in total in a non-equilibrium geometry, with ωB97M-V/def2-TZVPD.

Properties
HOMO-LUMO gap: 0.286 Ha
E: -44178.9300 eV
charge: -1

Last column: Löwdin charge in e.
Element x y z (Å)
O1 -1.3092 0.2369 0.1445  0.0066
C1 -0.0964 0.5015 0.7883  -0.7769
O2 -0.0703 0.3339 2.0308  -0.0453
O3 0.9321 0.7852 0.1287  -0.0349
H1 -1.7420 0.0357 0.9955  0.0986
C2 1.7781 -1.8989 -2.3409  -0.0109
C3 2.9899 -1.1542 -1.8785  -0.5088
O4 3.5934 -1.4271 -0.8604  0.0636
C4 3.3654 0.1306 -2.5688  -0.0308
H2 0.9672 -1.3232 -1.8819  0.0735
H3 1.7377 -2.9005 -1.9213  0.0871
H4 1.7906 -1.8049 -3.4264  0.0812
H5 4.3225 0.0186 -3.0795  0.0822
H6 3.3578 0.9580 -1.8637  0.0818
H7 2.6213 0.3117 -3.3495  0.0596
C5 -5.0156 -3.6567 -2.6565  -0.0075
C6 -3.6028 -3.1766 -2.5158  -0.5791
O5 -2.7096 -4.0296 -2.5510  0.0025
N1 -3.3608 -1.8762 -2.3218  0.0228
C7 -2.1312 -1.1313 -2.5970  -0.0451
H8 -5.1313 -4.6778 -2.3135  0.0818
H9 -5.0182 -3.7341 -3.7516  0.0913
H10 -5.7427 -2.9027 -2.3599  0.0735
H11 -4.1684 -1.3139 -2.1077  0.1271
H12 -1.9618 -0.8835 -3.6417  0.0914
H13 -1.3094 -1.6621 -2.1204  0.0555
H14 -2.1557 -0.2233 -1.9981  0.0511
C8 -1.3057 3.9193 2.1737  -0.0006
C9 -1.3325 3.5092 3.6200  -0.5691
O6 -1.2047 4.2820 4.5725  0.0008
N2 -1.2823 2.1820 3.8256  -0.0058
C10 -1.3395 1.5984 5.1605  -0.0730
H15 -2.1905 3.5193 1.6711  0.0776
H16 -0.4544 3.6332 1.5565  0.0743
H17 -1.3951 5.0030 2.0927  0.0763
H18 -0.9537 1.4978 3.1414  0.0756
H19 -1.4188 0.5181 5.0817  0.0806
H20 -2.0639 2.0982 5.7981  0.0760
H21 -0.3425 1.8187 5.5634  0.0784
C11 -0.9915 -3.0230 0.4064  0.0036
C12 0.0903 -3.7889 1.1088  -0.5596
O7 0.9060 -3.2047 1.8073  0.0627
N3 0.0986 -5.1250 0.9397  0.0069
C13 0.8988 -5.9789 1.7915  -0.0922
H22 -1.8651 -2.7984 1.0145  0.0951
H23 -1.3752 -3.5064 -0.4992  0.0571
H24 -0.4871 -2.1397 0.0178  0.0622
H25 -0.6762 -5.4594 0.3917  0.1268
H26 0.5533 -7.0161 1.7679  0.0730
H27 0.8325 -5.7172 2.8467  0.0817
H28 1.9503 -6.0825 1.5249  0.0794
N4 0.1154 2.1958 -2.3713  0.0561
C14 -1.2060 2.5286 -2.6549  -0.1456
C15 -1.2258 3.2938 -3.7752  -0.1504
C16 0.0833 3.4868 -4.1868  -0.1466
C17 0.8909 2.8387 -3.3098  -0.1479
H29 0.2927 1.6280 -1.5384  0.0941
H30 -2.0042 2.1735 -2.0229  0.0955
H31 -2.0925 3.6228 -4.3300  0.0858
H32 0.4921 3.9946 -5.0479  0.0869
H33 1.9423 2.6295 -3.1820  0.0929
N5 3.7455 2.7105 3.6103  -0.0119
C18 4.7682 2.8104 2.6974  -0.1703
C19 4.2369 2.8642 1.4527  -0.0969
C20 2.8106 3.0153 1.6483  -0.0958
C21 2.5379 2.8201 2.9800  -0.1156
H34 3.9058 2.5991 4.5935  0.1341
H35 5.7555 2.6612 3.1084  0.0963
H36 4.7047 2.8859 0.4834  0.0819
H37 2.0250 3.0995 0.9149  0.0751
H38 1.6400 2.8675 3.5729  0.1027

Atoms 1-2, force components in eV/Å:
0.3 0.4 1.1
3.4 -0.2 0.5